17
Properties=species:S:1:pos:R:3:forces:R:3 method="wB97M-V/def2-TZVPD" de_lowest_kj_mol=880.7 homo_ev=-8.130 smiles=CN1[C@H]2CNC[C@@H]21 molar_mass_da=98.15 energy_ha=-305.68843 charge=0 homo_lumo_gap_ha=0.3341 largest_force_ev_per_a=7.04 e_lumo_ev=0.960
C 2.50602 -0.12383 0.14435 3.992 -1.775 1.915
C 0.03638 -0.70495 -0.49163 -0.607 -1.315 -2.541
C -1.19753 -1.15906 0.26413 -3.103 -5.117 -2.056
C -0.87546 1.27874 -0.09149 -6.031 1.751 -1.497
C 0.19146 0.62314 0.34214 4.556 -2.000 1.431
H 3.36818 0.60631 -0.00600 -2.019 0.414 -0.299
H 3.03107 -0.95004 -0.52312 -1.408 0.783 2.057
H 2.65428 -0.20847 1.45321 -0.856 -0.553 -3.647
H -0.41737 -0.67307 -1.56670 1.381 0.584 1.711
H -2.09667 -1.75393 -0.50297 3.181 0.496 1.766
H -1.15757 -2.03096 1.15565 -0.062 3.351 -1.368
H -2.79685 0.41707 -0.53830 3.111 -2.614 2.853
H -1.29582 2.06765 0.52812 0.274 0.567 -0.307
H -0.68550 1.49758 -1.16295 -0.907 0.271 0.459
H 0.25570 0.35430 1.34110 -0.143 -0.173 2.393
N 1.20501 0.08319 -0.36245 2.916 -0.067 -1.401
N -1.89425 0.08670 0.19345 -4.275 5.396 -1.472